P:
Entry from OMol25: 3 unconnected molecules or ions with the total composition C5H10O2 (the ωB97M-V functional and the def2-TZVPD basis).

Cartesian coordinates (Å):
C: 1.738 1.053 -1.348
C: 0.704 -0.133 -1.371
C: -0.359 0.423 0.454
O: -1.370 1.121 0.293
C: -0.214 -0.901 -0.096
C: -1.993 -0.785 2.201
O: -0.984 -0.414 2.765
H: 2.228 1.111 -2.342
H: 1.280 2.034 -1.176
H: 2.551 0.909 -0.630
H: -0.040 0.121 -2.129
H: 1.269 -1.002 -1.663
H: 0.514 0.775 1.004
H: -2.125 0.373 1.324
H: 0.397 -1.621 0.473
H: -1.133 -1.359 -0.511
H: -2.464 -1.705 2.754

Summary:
* orbital gap: 9.2 eV
* HOMO: -8.5 eV

Q:
Entry from OMol25: 2 unconnected molecules or ions with the total composition C5H10O2 (the ωB97M-V functional and the def2-TZVPD basis).

Cartesian coordinates (Å):
C: -0.289 -2.458 -1.402
C: -0.594 -1.179 -0.719
C: -1.185 -1.045 0.469
C: -1.787 0.228 0.883
C: -2.234 0.385 2.128
O: -2.448 1.594 2.744
H: -0.526 -3.353 -0.831
H: 0.783 -2.575 -1.610
H: -0.663 -2.488 -2.428
H: -0.299 -0.254 -1.191
H: -1.329 -1.770 1.257
H: -1.924 1.039 0.172
H: -2.093 -0.445 2.820
H: -1.852 1.683 3.495
O: 6.530 1.894 -3.174
H: 5.668 1.654 -3.536
H: 6.438 2.816 -2.903

Summary:
* orbital gap: 8.9 eV
* structure (SMILES): C/C=C/C=C/O.O
* HOMO: -8.1 eV

R:
Entry from OMol25: 2 unconnected molecules or ions with the total composition C5H10O2 (the ωB97M-V functional and the def2-TZVPD basis).

Cartesian coordinates (Å):
C: -1.665 1.063 -2.005
C: -1.057 0.068 -1.356
C: 0.032 0.217 -0.410
C: 0.673 -0.847 0.109
C: 1.574 -0.737 1.309
O: 0.786 -2.035 -0.605
H: -2.429 0.843 -2.731
H: -1.374 2.096 -1.872
H: -1.190 -0.950 -1.707
H: 0.359 1.155 0.011
H: 1.906 -1.698 1.697
H: 1.080 -0.169 2.097
H: 2.485 -0.172 1.072
H: 1.685 -2.048 -0.956
O: -0.668 1.883 2.270
H: -0.235 2.351 1.552
H: -1.017 1.078 1.855

Summary:
* orbital gap: 8.9 eV
* structure (SMILES): C=C/C=C(/C)O.O
* HOMO: -8.4 eV

S:
Entry from OMol25: 2 unconnected molecules or ions with the total composition C5H10O2 (the ωB97M-V functional and the def2-TZVPD basis).

Cartesian coordinates (Å):
C: -0.717 -1.776 -0.070
C: -1.025 -0.999 1.170
C: -1.449 0.262 1.278
O: -1.593 1.207 0.316
H: 0.358 -1.983 -0.164
H: -1.067 -1.274 -0.976
H: -1.217 -2.748 0.007
H: -0.957 -1.569 2.090
H: -1.749 0.646 2.249
H: -1.185 0.913 -0.521
C: 1.726 1.134 -0.157
C: 1.214 0.932 -1.550
O: 0.062 0.701 -1.853
H: 2.510 1.896 -0.196
H: 2.212 0.220 0.212
H: 0.911 1.406 0.519
H: 1.967 1.032 -2.355

Summary:
* orbital gap: 9.2 eV
* structure (SMILES): C/C=C\O.CC=O
* HOMO: -8.4 eV

Of them, S has the highest stability.

P:
Entry from OMol25: a single C5H10O2 molecule (the ωB97M-V functional and the def2-TZVPD basis).

Cartesian coordinates (Å):
O: 2.283 0.370 0.658
C: 1.568 -0.686 0.037
C: 0.103 -0.392 0.378
C: -0.357 1.096 0.437
C: -1.774 1.015 -0.118
O: -1.801 -0.117 -0.999
C: -0.761 -1.078 -0.682
H: 3.118 0.534 0.226
H: 1.722 -0.982 -1.060
H: 1.892 -1.622 0.489
H: -0.135 -0.828 1.360
H: -0.374 1.546 1.444
H: 0.254 1.748 -0.192
H: -2.047 1.947 -0.649
H: -2.521 0.870 0.671
H: -0.301 -1.215 -1.665
H: -0.868 -2.204 -0.334

Summary:
* orbital gap: 10.2 eV
* structure (SMILES): OC[C@H]1CCOC1
* HOMO: -9.4 eV

Q:
Entry from OMol25: a single C5H10O2 molecule (the ωB97M-V functional and the def2-TZVPD basis).

Cartesian coordinates (Å):
C: 1.523 -0.518 -0.546
C: 0.204 -0.211 -1.251
O: -0.535 -1.408 -1.462
C: -0.632 0.881 -0.547
C: -0.753 0.942 0.986
C: -0.467 -0.329 1.730
O: 0.077 -0.347 2.822
H: 2.223 0.315 -0.657
H: 1.436 -0.678 0.574
H: 2.024 -1.381 -1.011
H: 0.365 0.145 -2.286
H: -0.801 -1.740 -0.594
H: -0.313 1.881 -0.869
H: -1.623 0.731 -0.965
H: -1.754 1.330 1.293
H: -0.070 1.659 1.439
H: -0.903 -1.273 1.343

Summary:
* orbital gap: 10.9 eV
* structure (SMILES): C[C@@H](O)CCC=O
* HOMO: -10.0 eV

R:
Entry from OMol25: a single C5H10O2 molecule (the ωB97M-V functional and the def2-TZVPD basis).

Cartesian coordinates (Å):
C: 2.399 0.039 -0.580
C: 0.940 0.195 -0.933
O: 0.436 1.440 -0.459
C: -0.649 1.158 0.406
C: -1.083 -0.231 -0.042
C: -1.829 -1.064 0.974
O: 0.180 -0.818 -0.322
H: 2.523 0.142 0.502
H: 2.767 -0.942 -0.894
H: 2.983 0.816 -1.081
H: 0.785 0.167 -2.025
H: -0.319 1.136 1.457
H: -1.418 1.927 0.286
H: -1.663 -0.145 -0.976
H: -2.048 -2.055 0.568
H: -2.777 -0.582 1.239
H: -1.226 -1.183 1.880

Summary:
* orbital gap: 10.9 eV
* structure (SMILES): C[C@@H]1OC[C@H](C)O1
* HOMO: -9.7 eV

Of them, R has the highest stability.

P:
Entry from OMol25: a single C5H10O2 molecule (the ωB97M-V functional and the def2-TZVPD basis).

Cartesian coordinates (Å):
C: 1.911 -1.014 -0.400
C: 1.323 -0.374 0.851
O: 0.406 0.672 0.579
C: -0.888 0.254 0.212
C: -1.816 1.455 0.366
C: -0.953 -0.193 -1.241
O: -1.702 -1.047 -1.649
H: 2.681 -1.741 -0.120
H: 1.154 -1.546 -0.986
H: 2.371 -0.251 -1.038
H: 0.839 -1.135 1.483
H: 2.119 0.089 1.442
H: -1.228 -0.582 0.843
H: -2.841 1.183 0.098
H: -1.792 1.806 1.401
H: -1.484 2.273 -0.282
H: -0.277 0.374 -1.919

Summary:
* orbital gap: 10.6 eV
* structure (SMILES): CCO[C@@H](C)C=O
* HOMO: -9.6 eV

Q:
Entry from OMol25: a single C5H10O2 molecule (the ωB97M-V functional and the def2-TZVPD basis).

Cartesian coordinates (Å):
C: 2.117 1.038 -0.282
O: 0.712 0.951 -0.327
C: 0.259 -0.361 -0.463
C: 0.280 -1.295 0.759
O: -1.095 -1.638 0.553
C: -1.266 -0.549 -0.391
C: -2.064 0.608 0.188
H: 2.528 0.519 0.597
H: 2.576 0.610 -1.186
H: 2.371 2.099 -0.219
H: 0.703 -0.831 -1.355
H: 0.449 -0.744 1.698
H: 0.926 -2.178 0.723
H: -1.715 -0.907 -1.324
H: -3.097 0.603 -0.178
H: -2.093 0.519 1.279
H: -1.590 1.557 -0.073

Summary:
* orbital gap: 10.6 eV
* structure (SMILES): CO[C@H]1CO[C@H]1C
* HOMO: -9.6 eV

R:
Entry from OMol25: a molecular structure, C5H10O2 (the ωB97M-V functional and the def2-TZVPD basis).

Cartesian coordinates (Å):
C: -1.885 -0.290 -1.078
O: -1.241 0.510 -0.058
C: 0.395 0.159 0.356
C: 0.672 -1.310 0.217
C: 1.048 0.783 1.603
C: 0.404 1.042 -0.818
O: 0.622 0.644 -1.947
H: -1.295 -0.370 -2.007
H: -2.848 0.173 -1.362
H: -2.094 -1.284 -0.682
H: 0.440 -1.644 -0.792
H: 0.069 -1.838 0.964
H: 1.721 -1.563 0.434
H: 1.309 0.067 2.396
H: 2.011 1.235 1.289
H: 0.453 1.593 2.019
H: 0.218 2.095 -0.533

Summary:
* orbital gap: 10.0 eV
* HOMO: -9.2 eV

Of them, P has the highest stability.

P:
Entry from OMol25: a single C5H10O2 molecule (the ωB97M-V functional and the def2-TZVPD basis).

Cartesian coordinates (Å):
C: 2.281 -0.882 0.206
C: 1.277 0.186 -0.124
O: 0.765 0.741 1.108
C: -0.612 0.363 1.146
C: -0.885 0.506 -0.334
C: -2.208 0.063 -0.942
O: 0.172 -0.311 -0.836
H: 1.826 -1.581 0.913
H: 2.608 -1.421 -0.686
H: 3.142 -0.405 0.683
H: 1.718 1.001 -0.720
H: -0.711 -0.663 1.519
H: -1.194 1.060 1.757
H: -0.514 1.561 -0.394
H: -2.233 0.163 -2.033
H: -3.062 0.616 -0.539
H: -2.371 -1.001 -0.722

Summary:
* orbital gap: 10.9 eV
* structure (SMILES): C[C@@H]1OC[C@H](C)O1
* HOMO: -9.7 eV

Q:
Entry from OMol25: a single C5H10O2 molecule (the ωB97M-V functional and the def2-TZVPD basis).

Cartesian coordinates (Å):
C: 0.203 1.835 1.189
C: 0.044 1.150 -0.158
O: 1.339 1.040 -0.729
C: -0.636 -0.205 0.017
C: -0.410 -1.285 -1.053
C: 0.142 -2.110 0.116
O: -0.017 -1.016 1.028
H: 0.704 2.799 1.070
H: -0.771 1.994 1.664
H: 0.806 1.199 1.843
H: -0.605 1.747 -0.822
H: 1.229 0.949 -1.683
H: -1.697 -0.029 0.257
H: -1.305 -1.673 -1.544
H: 0.340 -1.026 -1.803
H: 1.188 -2.424 0.038
H: -0.476 -2.970 0.404

Summary:
* orbital gap: 10.4 eV
* structure (SMILES): C[C@@H](O)[C@H]1CCO1
* HOMO: -9.5 eV

R:
Entry from OMol25: a single C5H10O2 molecule (the ωB97M-V functional and the def2-TZVPD basis).

Cartesian coordinates (Å):
C: 1.680 1.086 -0.595
C: 1.228 -0.262 -0.250
C: 0.212 -0.279 1.078
C: -1.233 0.077 0.689
C: -1.763 -0.237 -0.797
O: -1.821 0.682 -1.634
O: -1.903 -1.591 -0.859
H: 2.479 1.097 -1.375
H: 0.750 1.696 -0.849
H: 2.022 1.402 0.348
H: 0.726 -0.757 -1.049
H: 1.966 -1.083 -0.094
H: 0.195 -1.295 1.418
H: 0.609 0.330 1.935
H: -1.530 1.188 0.633
H: -2.029 -0.255 1.375
H: -1.587 -1.800 0.026

Summary:
* orbital gap: 10.9 eV
* structure (SMILES): CCCCC(=O)O
* HOMO: -10.3 eV

Of them, P has the highest stability.